Entry 1:
The following is a DFT calculation (ωB97M-V/def2-TZVPD) of a 2-piece molecular cluster, C6H9ClO overall at a distorted geometry.

CARTESIAN COORDINATES (ANGSTROEM)
H  0.485  3.049  0.542
C  1.369  1.405  -0.528
H  -0.650  -2.941  -0.695
H  -0.658  0.314  1.531
C  -1.530  -0.301  -0.451
Cl  -1.620  1.470  -0.943
H  0.461  -2.250  -1.737
H  -2.358  -0.860  -0.870
H  0.941  -2.743  0.092
O  1.806  1.563  -1.611
H  0.700  1.487  1.444
H  -1.255  -1.311  1.561
C  1.106  2.122  0.687
C  0.206  -2.239  -0.722
C  -1.027  -0.513  0.964
H  2.214  2.537  1.061
C  -0.189  -0.789  -0.324

Values from the calculation:
- ΔE to the lowest compared entry with this formula, charge and spin: 118.7 kcal per mole
- HOMO level (spin up / spin down): -7.4 / -8.1 eV
- HOMO-LUMO gap (spin up / spin down): 7.29 / 8.37 eV
- Electronic energy: -769.2553 Eh

Entry 2:
The following is a DFT calculation (ωB97M-V/def2-TZVPD) of a 2-piece molecular cluster, C20H28FN3O5S overall at a distorted geometry.

CARTESIAN COORDINATES (ANGSTROEM)
O  -0.941  2.728  2.790
H  -1.994  -0.805  6.551
C  -0.191  0.907  -6.025
H  0.839  1.062  -7.913
C  0.008  -2.243  -0.932
H  1.645  -2.689  -4.432
H  -2.308  0.918  6.914
C  -0.145  -1.563  4.404
H  -0.597  4.337  -8.986
H  -0.187  -0.293  2.668
H  -0.077  -1.436  5.485
H  1.579  -0.176  -5.347
H  2.364  -4.102  -2.519
C  -0.412  -1.456  -2.006
H  0.259  1.777  -5.532
H  -2.566  0.887  3.251
H  2.285  3.359  5.565
H  0.873  3.833  3.808
C  -0.792  2.465  -7.927
S  1.044  -2.846  3.924
C  -3.106  0.243  5.046
H  -0.761  0.318  -8.028
H  -0.540  0.951  5.431
O  -1.906  2.795  -7.547
C  0.068  -0.206  3.726
N  0.679  2.960  4.276
H  3.331  -2.988  4.649
H  2.324  -2.143  5.843
H  0.232  2.966  -9.756
C  0.171  -1.590  -3.280
H  0.924  -3.731  0.715
C  0.529  -0.362  -5.586
C  -0.350  2.277  3.763
N  -1.419  -0.099  -4.362
H  2.854  -1.305  4.361
C  -0.763  0.921  4.367
H  -1.197  -0.723  -1.834
F  -0.554  -2.075  0.289
H  1.122  0.058  3.793
C  1.523  2.593  5.414
O  1.429  -3.977  -0.082
C  1.181  -2.551  -3.460
C  -0.273  -0.719  -4.379
C  -0.007  3.435  -8.798
C  -2.717  0.004  6.492
H  0.921  2.516  6.322
N  -2.199  0.670  4.167
C  1.012  -3.198  -1.126
C  1.591  -3.352  -2.386
H  0.922  3.721  -8.299
H  0.460  -1.154  -6.337
H  -1.148  -1.917  4.163
C  -0.188  1.113  -7.542
H  -3.611  -0.276  7.049
O  -4.262  0.059  4.701
O  -1.512  0.722  -5.514
H  2.023  1.641  5.226
C  2.532  -2.258  4.780

Values from the calculation:
- ΔE to the lowest compared entry with this formula, charge and spin: 57.8 kcal per mole
- HOMO level: -8.4 eV
- HOMO-LUMO gap: 8.72 eV
- Electronic energy: -1817.3973 Eh
- SMILES string: CC(=O)C[C@@H]1CC(c2ccc(O)c(F)c2)=NO1.CNC(=O)[C@H](CCSC)NC(C)=O

Entry 3:
The following is a DFT calculation (ωB97M-V/def2-TZVPD) of a 2-piece molecular cluster, C3H4N2OS overall at a distorted geometry.

CARTESIAN COORDINATES (ANGSTROEM)
H  -0.463  1.889  -0.017
C  0.613  0.815  1.288
N  -1.957  -1.945  -0.043
C  0.580  1.748  0.218
O  0.167  -2.497  -2.471
H  0.699  -0.666  2.856
H  1.232  2.704  0.305
S  -0.952  -1.523  -2.523
H  1.003  1.200  -0.633
C  0.628  -0.087  2.076
N  -1.551  -1.638  -1.056

Values from the calculation:
- ΔE to the lowest compared entry with this formula, charge and spin: 125.7 kcal per mole
- HOMO level: -8.7 eV
- HOMO-LUMO gap: 7.92 eV
- Electronic energy: -699.4719 Eh

Entry 4:
The following is a DFT calculation (ωB97M-V/def2-TZVPD) of an isolated ion of composition C5H12N2O6P2 and charge -2 at a distorted geometry.

CARTESIAN COORDINATES (ANGSTROEM)
H  -0.283  0.406  2.140
H  1.892  -3.212  1.041
H  0.614  0.284  -2.707
H  -0.681  2.054  -1.566
C  -1.233  0.906  0.179
C  -0.836  1.043  -1.326
H  -2.335  -0.378  1.223
O  -1.361  -2.735  0.957
C  -0.035  0.646  1.087
H  0.842  1.359  1.041
P  2.629  -0.809  0.889
C  0.785  -0.941  0.460
N  -2.288  -0.061  0.266
H  1.379  1.069  -1.161
H  -1.882  -0.910  -0.115
H  -1.556  0.437  -1.699
O  3.208  -2.114  0.427
H  -1.661  1.843  0.437
N  0.679  -0.964  -0.981
C  0.575  0.415  -1.611
O  3.365  0.356  0.353
P  0.011  -2.383  1.407
H  1.865  -1.258  2.776
O  2.548  -0.646  2.458
O  0.249  -2.088  2.837
O  1.028  -3.504  0.929
H  1.454  -1.635  -1.347

Values from the calculation:
- Charge: -2
- HOMO level: -0.9 eV
- HOMO-LUMO gap: 6.95 eV
- Electronic energy: -1441.5932 Eh
- SMILES string: N[C@@H]1CCN[C@]([P@@](=O)([O-])O)([P@](=O)([O-])O)C1

Which value of electronic energy does entry 4 give? -1441.5932 Eh

Look up the electronic energy of the first one. -769.2553 Eh